[1]
Formula: C8H6F6N5O4S4V
Source: the Open Molecules 2025 dataset
Level of theory: ωB97M-V/def2-TZVPD

Calculated values
Frontier orbital gap (spin up / spin down): 6.1 / 7.1 eV
Relative energy (zero: lowest compared OMol25 entry of this formula, charge and spin): 43.1 kJ/mol
LUMO energy (spin up / spin down): -8.844 / -7.887 eV

ORCA input file:
```
! wB97M-V def2-TZVPD RIJCOSX def2/J DEFGRID3
* xyz 2 3
V 0.187 -0.155 -0.407
F -0.625 -2.415 2.403
C -1.339 -3.307 1.705
F -2.390 -3.676 2.380
F -0.567 -4.333 1.398
S -1.862 -2.510 0.115
O -0.548 -1.964 -0.414
O -2.478 -3.487 -0.687
N -2.812 -1.324 0.525
S -2.257 0.116 0.720
O -1.649 0.627 -0.566
O -1.248 0.284 1.744
C -3.816 1.113 1.005
F -4.412 0.623 2.058
F -3.426 2.351 1.196
F -4.552 1.002 -0.072
N -0.721 1.385 -3.469
C 0.389 1.753 -2.844
N 0.906 1.120 -1.776
C 2.086 1.745 -1.335
C 2.444 2.824 -2.040
S 1.329 3.106 -3.333
C 2.698 1.138 -0.158
C 3.798 1.478 0.521
S 4.094 0.377 1.820
C 2.674 -0.501 1.417
N 2.020 0.005 0.352
N 2.281 -1.570 2.092
H -1.255 0.589 -3.162
H -1.054 1.889 -4.275
H 3.288 3.477 -1.892
H 4.473 2.300 0.342
H 2.816 -1.911 2.876
H 1.527 -2.150 1.762
*
```

=====

[2]
Formula: C28H34CeClIN2OP2Si
Source: the Open Molecules 2025 dataset
Level of theory: ωB97M-V/def2-TZVPD

Calculated values
Frontier orbital gap (spin up / spin down): 6.6 / 6.6 eV
Relative energy (zero: lowest compared OMol25 entry of this formula, charge and spin): 0.0 kJ/mol
LUMO energy (spin up / spin down): -6.864 / -6.865 eV

ORCA input file:
```
! wB97M-V def2-TZVPD RIJCOSX def2/J DEFGRID3
* xyz 2 1
Ce 0.434 -0.316 0.103
C -2.375 -3.341 0.529
P -1.973 -1.689 1.178
C -1.807 -1.920 2.970
C -3.469 -0.679 0.953
C -4.728 -1.275 1.028
C -5.880 -0.515 0.905
C -5.787 0.856 0.721
C -4.542 1.460 0.650
C -3.375 0.705 0.752
P -1.763 1.540 0.638
C -1.574 2.487 2.176
C -1.937 2.772 -0.687
H -3.157 -3.824 1.115
H -1.489 -3.976 0.574
H -2.704 -3.265 -0.507
H -2.724 -2.336 3.391
H -1.587 -0.963 3.442
H -0.977 -2.596 3.178
H -4.821 -2.341 1.185
H -6.848 -0.993 0.959
H -6.683 1.455 0.633
H -4.492 2.532 0.511
H -2.431 3.144 2.335
H -0.669 3.094 2.130
H -1.484 1.800 3.016
H -2.775 3.446 -0.512
H -2.075 2.261 -1.639
H -1.028 3.372 -0.745
Cl 6.136 0.213 4.556
C 4.559 0.123 3.876
C 3.462 0.282 4.670
C 2.146 0.217 4.137
I 0.540 0.497 5.403
C 1.980 -0.018 2.803
O 0.779 -0.093 2.171
C 3.109 -0.179 1.964
N 2.850 -0.377 0.641
C 3.870 -0.495 -0.196
C 5.202 -0.456 0.228
C 5.474 -0.265 1.561
C 4.416 -0.110 2.475
H 3.594 0.465 5.727
H 3.630 -0.614 -1.248
H 5.996 -0.568 -0.495
H 6.495 -0.226 1.916
C 0.054 -1.322 -4.716
Si -0.422 -1.177 -2.929
C -2.264 -1.054 -2.700
C 0.280 -2.679 -1.996
N 0.294 0.193 -2.024
C 1.356 1.069 -2.325
C 2.089 1.043 -3.520
C 3.145 1.917 -3.702
C 3.528 2.813 -2.708
C 2.827 2.847 -1.519
C 1.742 1.994 -1.345
H -0.512 -2.170 -5.115
H 1.108 -1.539 -4.880
H -0.227 -0.447 -5.302
H -2.768 -1.968 -3.025
H -2.664 -0.234 -3.301
H -2.571 -0.860 -1.667
H -0.417 -3.519 -2.003
H 0.573 -2.598 -0.931
H 1.202 -3.001 -2.484
H 1.824 0.361 -4.311
H 3.684 1.902 -4.641
H 4.354 3.490 -2.876
H 3.099 3.542 -0.736
H 1.169 2.101 -0.417
*
```

=====

[3]
Formula: C20H42N3OOsP2
Source: the Open Molecules 2025 dataset
Level of theory: ωB97M-V/def2-TZVPD

Calculated values
Frontier orbital gap (spin up / spin down): 8.2 / 4.7 eV
LUMO energy (spin up / spin down): -8.944 / -13.992 eV

ORCA input file:
```
! wB97M-V def2-TZVPD RIJCOSX def2/J DEFGRID3
* xyz 3 5
Os 0.178 -0.003 -0.090
P -0.080 -2.262 -0.590
P -0.079 2.300 -0.345
N 0.310 0.106 -2.091
C 0.014 -2.308 -2.427
H 0.562 -3.176 -2.808
H -1.000 -2.333 -2.837
C 0.677 -1.036 -2.903
H 1.781 -1.150 -2.970
H 0.335 -0.775 -3.925
C 0.674 1.330 -2.776
H 0.328 1.182 -3.818
H 1.778 1.451 -2.834
C 0.013 2.543 -2.164
H -1.002 2.613 -2.567
H 0.561 3.447 -2.450
C 1.483 3.260 0.059
C 1.992 3.029 1.477
H 3.007 3.457 1.537
H 2.073 1.970 1.751
H 1.367 3.553 2.214
C -1.686 3.164 -0.017
C -1.972 3.334 1.471
H -2.936 3.863 1.587
H -1.194 3.937 1.961
H -2.071 2.381 2.005
C -1.693 -3.145 -0.357
C -1.989 -3.469 1.104
H -2.947 -4.021 1.154
H -2.102 -2.580 1.736
H -1.208 -4.110 1.536
C 1.489 -3.245 -0.282
C 2.004 -3.160 1.151
H 3.021 -3.587 1.163
H 1.383 -3.759 1.831
H 2.076 -2.136 1.535
C 2.012 0.001 -0.009
O 3.185 0.013 -0.094
C -1.882 4.508 -0.729
H -1.189 5.271 -0.359
H -1.790 4.447 -1.816
H -2.897 4.863 -0.511
C -1.885 -4.411 -1.202
H -2.900 -4.790 -1.023
H -1.792 -4.240 -2.276
H -1.191 -5.205 -0.909
C 1.411 -4.712 -0.697
H 2.405 -5.158 -0.553
H 0.715 -5.263 -0.052
H 1.144 -4.870 -1.747
C 1.403 4.763 -0.205
H 0.709 5.247 0.493
H 2.399 5.190 -0.017
H 1.139 5.027 -1.235
H 2.212 2.825 -0.650
H 2.217 -2.738 -0.944
H -2.412 2.447 -0.440
H -2.417 -2.390 -0.709
H -2.506 -0.125 -1.446
H -2.291 -0.015 -0.703
N -0.078 0.518 4.119
C -0.088 -0.858 4.108
C -0.097 -1.245 2.810
N -0.071 -0.104 2.013
C -0.091 0.935 2.833
H -0.150 1.123 4.926
H -0.139 -1.458 5.002
H -0.132 -2.254 2.426
H -0.102 1.993 2.572
*
```

=====

[4]
Formula: C4H10BrN2
Source: the Open Molecules 2025 dataset
Level of theory: ωB97M-V/def2-TZVPD

Calculated values
Frontier orbital gap: 9.9 eV
Relative energy (zero: lowest compared OMol25 entry of this formula, charge and spin): 0.0 kJ/mol
LUMO energy: -4.435 eV
Structure (SMILES): CN(C)C(=[NH2+])CBr

ORCA input file:
```
! wB97M-V def2-TZVPD RIJCOSX def2/J DEFGRID3
* xyz 1 1
C -1.564 0.650 0.923
N -0.602 0.218 -0.055
C -0.972 0.145 -1.451
C 0.689 -0.291 0.337
N 1.000 -0.227 1.617
C 1.660 -0.817 -0.636
Br 2.631 0.745 -1.416
H -1.247 1.570 1.419
H -2.500 0.854 0.409
H -1.756 -0.126 1.668
H -1.800 0.823 -1.640
H -0.147 0.450 -2.093
H -1.286 -0.865 -1.725
H 1.900 -0.529 1.956
H 0.371 0.194 2.285
H 2.412 -1.430 -0.138
H 1.210 -1.365 -1.460
*
```

=====

[5]
Formula: C17H23N3O5TeTi
Source: the Open Molecules 2025 dataset
Level of theory: ωB97M-V/def2-TZVPD

Calculated values
Frontier orbital gap (spin up / spin down): 7.5 / 7.5 eV
Relative energy (zero: lowest compared OMol25 entry of this formula, charge and spin): 0.0 kJ/mol
LUMO energy (spin up / spin down): -3.584 / -3.569 eV

ORCA input file:
```
! wB97M-V def2-TZVPD RIJCOSX def2/J DEFGRID3
* xyz 1 2
Ti -0.401 -0.659 0.035
O -1.050 -1.899 1.699
C -2.485 -2.094 1.756
C -2.938 -2.311 0.334
N -2.573 -1.167 -0.532
C -2.529 -1.609 -1.933
C -1.229 -2.386 -2.166
O -1.109 -3.169 -3.064
O -0.289 -2.061 -1.293
C -3.421 0.007 -0.276
C -2.766 0.921 0.757
O -3.398 1.686 1.435
O -1.453 0.793 0.788
H -0.742 -1.562 2.560
H -2.951 -1.219 2.214
H -2.705 -2.973 2.361
H -4.018 -2.486 0.309
H -2.442 -3.201 -0.055
H -2.503 -0.734 -2.585
H -3.388 -2.220 -2.218
H -4.429 -0.261 0.046
H -3.517 0.590 -1.194
N 1.768 -1.226 0.170
C 2.542 -0.546 -0.852
C 3.841 -0.860 -1.128
C 4.556 -0.150 -2.114
C 3.962 0.873 -2.795
C 2.619 1.223 -2.527
C 1.947 2.281 -3.179
C 0.652 2.566 -2.851
C 0.008 1.779 -1.886
N 0.592 0.773 -1.270
C 1.900 0.493 -1.559
H 1.775 -2.229 -0.004
H 2.181 -1.059 1.084
H 4.327 -1.661 -0.583
H 5.582 -0.419 -2.321
H 4.509 1.429 -3.545
H 2.471 2.861 -3.929
H 0.116 3.376 -3.322
H -1.017 1.983 -1.602
C -0.384 2.594 3.310
Te 0.603 0.721 3.128
C 2.166 1.100 4.525
H 0.259 3.384 2.936
H -0.626 2.755 4.356
H -1.292 2.519 2.718
H 1.736 1.298 5.502
H 2.756 1.947 4.187
H 2.791 0.211 4.574
*
```

=====

[6]
Formula: C10H14FO4S
Source: the Open Molecules 2025 dataset
Level of theory: ωB97M-V/def2-TZVPD

Calculated values
Frontier orbital gap: 4.8 eV
LUMO energy: 2.528 eV
Structure (SMILES): CC1(C)CC(=O)C(CC=[S@](=O)([O-])F)C(=O)C1

ORCA input file:
```
! wB97M-V def2-TZVPD RIJCOSX def2/J DEFGRID3
* xyz -1 1
C 3.036 -1.490 1.273
C 1.607 -1.114 0.870
C 0.727 -2.348 1.145
C 1.187 0.090 1.711
C -0.066 0.806 1.278
O -0.822 1.234 2.134
C -0.341 0.996 -0.232
C -1.831 0.923 -0.468
C -2.237 1.518 -1.728
S -3.775 2.247 -1.977
O -3.874 3.526 -1.318
O -4.911 1.360 -1.967
F -3.630 2.638 -3.567
C 0.377 -0.007 -1.166
O 0.029 -0.214 -2.313
C 1.606 -0.731 -0.619
H 3.708 -0.642 1.096
H 3.056 -1.755 2.337
H 3.364 -2.353 0.683
H -0.333 -2.228 0.914
H 1.114 -3.192 0.565
H 0.823 -2.628 2.199
H 1.026 -0.247 2.743
H 2.015 0.816 1.738
H 0.070 2.005 -0.481
H -2.095 -0.149 -0.575
H -2.396 1.313 0.394
H -1.664 1.396 -2.652
H 2.501 -0.118 -0.816
H 1.727 -1.652 -1.198
*
```

=====

[7]
Formula: C4H8N2O
Source: the Open Molecules 2025 dataset
Level of theory: ωB97M-V/def2-TZVPD

Calculated values
Frontier orbital gap: 9.8 eV
Relative energy (zero: lowest compared OMol25 entry of this formula, charge and spin): 462.3 kJ/mol
LUMO energy: 0.630 eV
Structure (SMILES): C=CN(CC)N=O

ORCA input file:
```
! wB97M-V def2-TZVPD RIJCOSX def2/J DEFGRID3
* xyz 0 1
C 0.304 -1.666 1.680
C 0.740 -0.625 0.874
N -0.053 0.257 0.082
C 0.510 1.434 -0.520
C 1.304 1.099 -1.650
N -1.262 0.098 -0.366
O -1.963 -0.763 0.200
H 1.097 -2.319 1.997
H -0.829 -1.899 1.865
H 1.888 -0.484 0.687
H 1.162 1.895 0.247
H -0.269 2.143 -0.657
H 2.025 0.302 -1.366
H 0.720 0.705 -2.488
H 1.976 1.829 -2.201
*
```

=====

[8]
Formula: C4H10N2O
Source: the Open Molecules 2025 dataset
Level of theory: ωB97M-V/def2-TZVPD

Calculated values
Frontier orbital gap: 9.5 eV
Relative energy (zero: lowest compared OMol25 entry of this formula, charge and spin): 170.4 kJ/mol
LUMO energy: 0.898 eV
Structure (SMILES): CN(C)CC(N)=O

ORCA input file:
```
! wB97M-V def2-TZVPD RIJCOSX def2/J DEFGRID3
* xyz 0 1
C -0.456 0.349 2.097
N 0.098 0.500 0.742
C -0.331 1.744 0.079
C -0.100 -0.687 -0.063
C 0.891 -0.752 -1.250
N 0.592 -1.758 -2.152
O 1.932 -0.154 -1.301
H -0.863 -0.652 2.276
H -1.349 0.965 2.229
H 0.325 0.536 2.831
H 0.201 1.730 -0.872
H -1.388 1.914 -0.170
H 0.010 2.536 0.747
H 0.338 -1.457 0.588
H -1.101 -0.936 -0.446
H 1.434 -2.034 -2.627
H -0.234 -1.844 -2.708
*
```

=====

[9]
Formula: C34H39F5N8O6S2Ta
Source: the Open Molecules 2025 dataset
Level of theory: ωB97M-V/def2-TZVPD

Calculated values
Frontier orbital gap: 7.1 eV
Relative energy (zero: lowest compared OMol25 entry of this formula, charge and spin): 42.6 kJ/mol
LUMO energy: -9.414 eV

ORCA input file:
```
! wB97M-V def2-TZVPD RIJCOSX def2/J DEFGRID3
* xyz 3 1
Ta 1.286 0.757 -0.103
C 0.958 -2.391 0.493
N 0.963 -1.102 1.220
C 1.945 -1.102 2.321
C 3.221 -0.575 1.766
N 3.213 0.186 0.665
C 4.560 0.586 0.463
C 5.174 1.382 -0.499
C 6.540 1.562 -0.396
C 7.296 0.973 0.627
C 6.701 0.183 1.588
C 5.329 0.014 1.475
N 4.436 -0.711 2.270
C 0.496 -2.108 -0.891
N 0.484 -0.855 -1.336
C 0.026 -0.913 -2.670
C -0.209 0.089 -3.609
C -0.671 -0.312 -4.848
C -0.896 -1.664 -5.150
C -0.676 -2.662 -4.221
C -0.215 -2.249 -2.979
N 0.095 -2.967 -1.820
H 1.970 -2.803 0.454
H 0.315 -3.119 0.994
H 0.004 -0.994 1.715
H 1.579 -0.437 3.108
H 2.066 -2.093 2.763
H 4.627 1.858 -1.295
H 7.042 2.181 -1.127
H 8.362 1.145 0.664
H 7.272 -0.274 2.385
H 4.675 -1.249 3.091
H -0.041 1.136 -3.386
H -0.870 0.434 -5.606
H -1.257 -1.929 -6.134
H -0.856 -3.702 -4.453
H 0.010 -3.967 -1.700
C -1.518 2.530 -0.675
O -0.829 1.233 -0.609
H -2.371 2.513 0.002
H -1.830 2.697 -1.703
H -0.798 3.282 -0.375
H -1.396 0.553 -0.999
F 4.359 0.332 -6.527
C 3.836 0.792 -5.417
C 3.415 2.114 -5.342
F 3.544 2.905 -6.384
C 2.861 2.597 -4.165
F 2.460 3.855 -4.102
C 2.718 1.770 -3.056
S 2.048 2.434 -1.566
C 3.151 0.459 -3.162
F 3.027 -0.344 -2.079
C 3.702 -0.049 -4.315
F 4.091 -1.311 -4.375
C -7.013 -1.400 -0.844
C -6.009 -2.482 -0.478
S -4.763 -1.956 0.666
O -3.941 -3.095 1.011
O -4.100 -0.775 0.146
C -5.678 -1.489 2.130
C -4.800 -1.404 3.379
N -3.490 -0.777 3.136
C -2.320 -1.455 3.085
N -1.365 -0.710 2.531
C -1.940 0.487 2.222
C -3.236 0.461 2.593
N -4.168 1.537 2.440
O -5.266 1.424 2.938
O -3.766 2.502 1.811
C -2.128 -2.833 3.602
H -7.679 -1.781 -1.615
H -6.513 -0.513 -1.231
H -7.632 -1.113 0.005
H -5.424 -2.816 -1.339
H -6.468 -3.365 -0.030
H -6.431 -2.261 2.296
H -6.180 -0.544 1.931
H -4.592 -2.396 3.764
H -5.331 -0.830 4.136
H -1.424 1.277 1.715
H -2.765 -3.543 3.078
H -2.349 -2.878 4.670
H -1.087 -3.117 3.464
C 0.070 3.883 2.240
C 0.916 2.669 2.529
C 2.349 2.976 2.891
O 0.948 1.816 1.308
H 0.058 4.513 3.130
H -0.963 3.618 2.015
H 0.496 4.474 1.427
H 0.437 2.032 3.275
H 2.828 3.567 2.108
H 2.928 2.067 3.061
H 2.368 3.558 3.812
*
```

=====

[10]
Formula: C11H9P
Source: the Open Molecules 2025 dataset
Level of theory: ωB97M-V/def2-TZVPD

Calculated values
Frontier orbital gap (spin up / spin down): 6.3 / 6.7 eV
Relative energy (zero: lowest compared OMol25 entry of this formula, charge and spin): 14.8 kJ/mol
LUMO energy (spin up / spin down): -0.966 / -1.440 eV

ORCA input file:
```
! wB97M-V def2-TZVPD RIJCOSX def2/J DEFGRID3
* xyz 0 1
C 0.594 0.305 1.993
C 0.556 -0.611 0.893
C 1.203 1.495 1.856
C 1.180 -0.183 -0.387
C 1.590 2.050 0.633
C 1.652 1.258 -0.527
C -2.466 -0.487 -1.086
C -1.958 -1.812 -1.364
C -1.498 0.294 -0.532
C -0.643 -1.834 -1.096
C -0.306 -0.544 -0.481
P 1.974 1.865 -2.109
H 0.179 -0.053 2.993
H 0.590 -1.589 1.230
H 1.214 2.146 2.709
H 1.918 -0.891 -0.865
H 2.006 3.166 0.654
H -3.527 -0.278 -1.136
H -2.436 -2.732 -1.750
H -1.664 1.250 -0.205
H -0.159 -2.816 -1.424
*
```

=====

[11]
Formula: C18H11Cl4N3O5SSm
Source: the Open Molecules 2025 dataset
Level of theory: ωB97M-V/def2-TZVPD

Calculated values
Frontier orbital gap (spin up / spin down): 6.6 / 6.7 eV
Relative energy (zero: lowest compared OMol25 entry of this formula, charge and spin): 0.0 kJ/mol
LUMO energy (spin up / spin down): -4.019 / -3.985 eV

ORCA input file:
```
! wB97M-V def2-TZVPD RIJCOSX def2/J DEFGRID3
* xyz 1 6
Sm -0.116 -0.119 0.206
Cl 1.390 -4.611 5.756
C 1.160 -3.839 4.235
C 0.795 -2.506 4.189
C 0.604 -1.925 2.951
Cl 0.141 -0.223 2.859
C 0.730 -2.606 1.736
O 0.511 -2.030 0.569
C 1.139 -3.949 1.841
Cl 1.378 -4.819 0.376
C 1.340 -4.561 3.062
H 0.663 -1.929 5.094
H 1.635 -5.600 3.098
O -3.812 -0.397 -0.757
Cl -2.488 -0.274 -0.363
O -2.144 -1.036 0.812
O -2.097 1.094 -0.040
O -1.540 -0.678 -1.393
N 4.302 1.362 -0.004
C 5.238 0.299 -0.027
C 6.590 0.590 -0.011
C 7.524 -0.440 -0.035
C 7.102 -1.755 -0.072
C 5.741 -2.046 -0.086
C 4.817 -1.021 -0.066
S 3.078 -1.427 -0.077
N 2.326 0.101 -0.058
C 2.962 1.226 -0.018
C 2.133 2.463 0.008
C 2.681 3.736 -0.035
C 1.846 4.843 -0.031
C 0.480 4.643 0.019
C 0.007 3.343 0.071
N 0.801 2.270 0.067
H 4.700 2.281 0.026
H 6.912 1.625 0.019
H 8.577 -0.197 -0.026
H 7.825 -2.558 -0.092
H 5.393 -3.072 -0.114
H 3.748 3.896 -0.078
H 2.263 5.840 -0.068
H -0.213 5.472 0.016
H -1.057 3.152 0.119
*
```